A molecular structure, C5H7NO. Source: the OMol25 dataset; level of theory: wB97M-V/def2-TZVPD.

Results
2S+1: 1
Molecular weight: 97.12 g/mol
Relative energy (zero: lowest compared OMol25 entry of this formula, charge and spin): 568.5 kJ/mol

Last column: Löwdin charge in e.
Atoms and positions in Å:
1 N 2.0212 -1.4180 0.3458  0.14
2 C 0.9441 -0.8533 0.0796  -0.31
3 O 0.7803 0.0061 -1.4660  -0.16
4 C 0.3378 1.2637 -0.9267  -0.20
5 C -0.8771 0.6528 -0.2452  -0.31
6 C -1.1973 -0.2266 -1.4066  0.15
7 C -0.2790 -0.4690 0.5678  -0.07
8 H 2.5835 -1.7728 -0.4165  0.06
9 H 0.0703 1.9635 -1.7303  0.12
10 H 1.0997 1.7118 -0.2792  0.13
11 H -1.6449 1.2681 0.2269  0.14
12 H -1.1625 0.0842 -2.4490  0.10
13 H -1.7763 -1.1284 -1.2188  0.10
14 H -0.8541 -1.0930 1.2382  0.11

=====

A single C5H7NO molecule. Source: the OMol25 dataset; level of theory: wB97M-V/def2-TZVPD.

Results
2S+1: 1
Molecular weight: 97.12 g/mol
Relative energy (zero: lowest compared OMol25 entry of this formula, charge and spin): 15.1 kJ/mol
Structure (SMILES): O=C1CC=CCN1

Last column: Löwdin charge in e.
Atoms and positions in Å:
1 O -1.8249 -1.0123 1.6593  0.04
2 C -0.9633 -0.6332 0.8847  -0.50
3 C -1.2237 -0.4287 -0.6014  -0.09
4 C -0.3937 0.6842 -1.1864  -0.09
5 C 0.8277 0.9214 -0.7229  -0.09
6 C 1.3781 0.0891 0.4060  -0.18
7 N 0.3113 -0.3644 1.2801  0.07
8 H -2.2958 -0.2700 -0.7259  0.12
9 H -0.9834 -1.3739 -1.1108  0.13
10 H -0.8116 1.2715 -2.0005  0.10
11 H 1.4627 1.6957 -1.1427  0.10
12 H 2.0893 0.6682 1.0021  0.12
13 H 1.9366 -0.7671 -0.0070  0.12
14 H 0.4907 -0.4805 2.2654  0.14

=====

A single C5H7NO molecule. Source: the OMol25 dataset; level of theory: wB97M-V/def2-TZVPD.

Results
2S+1: 1
Molecular weight: 97.12 g/mol
Relative energy (zero: lowest compared OMol25 entry of this formula, charge and spin): 370.7 kJ/mol
Structure (SMILES): O=CN1CC=CC1

Last column: Löwdin charge in e.
Atoms and positions in Å:
1 C -1.9951 0.3591 -0.0241  -0.29
2 C 0.1503 1.2330 -0.0086  -0.21
3 C 1.5682 0.3913 -0.1254  -0.09
4 C 1.4716 -0.9257 -0.0262  -0.14
5 C -0.0273 -1.2807 -0.1133  -0.06
6 H -2.2877 1.2985 -0.3557  0.11
7 H 0.1694 1.8417 1.0462  0.15
8 H -0.1467 2.0465 -0.7028  0.11
9 H 2.4686 1.0883 0.3236  0.14
10 H 2.3733 -1.6948 0.1679  0.16
11 H 0.0259 -2.1120 -0.8363  0.11
12 H -0.2733 -1.8366 0.8651  0.13
13 N -0.6905 0.2035 -0.2677  -0.10
14 O -2.8067 -0.6120 0.0572  -0.02

=====

A molecular structure, C5H7NO. Source: the OMol25 dataset; level of theory: wB97M-V/def2-TZVPD.

Results
2S+1: 1
Molecular weight: 97.12 g/mol
Relative energy (zero: lowest compared OMol25 entry of this formula, charge and spin): 433.0 kJ/mol

Last column: Löwdin charge in e.
Atoms and positions in Å:
1 O -2.2532 0.5919 -1.0742  0.05
2 C -1.2163 0.0903 -0.7323  -0.29
3 C -0.8711 0.0957 1.5477  -0.01
4 N 0.2612 0.1239 0.8316  -0.19
5 C 1.1331 -0.7672 0.3648  -0.07
6 C 1.3599 -0.0703 -0.9569  -0.10
7 C 0.1629 0.7860 -0.4850  -0.17
8 H -1.3723 1.0375 1.7191  0.08
9 H -1.1336 -0.7953 2.0936  0.08
10 H -1.0202 -1.0093 -0.6212  0.14
11 H 1.3018 -1.7573 0.7682  0.11
12 H 1.1535 -0.6392 -1.8703  0.11
13 H 2.3270 0.4345 -1.0659  0.10
14 H 0.1675 1.8788 -0.5191  0.16

=====

2 unconnected molecules or ions with the total composition C5H7NO. Source: the OMol25 dataset; level of theory: wB97M-V/def2-TZVPD.

Results
2S+1: 1
Molecular weight: 97.12 g/mol
Relative energy (zero: lowest compared OMol25 entry of this formula, charge and spin): 619.3 kJ/mol

Last column: Löwdin charge in e.
Atoms and positions in Å:
1 C 2.0908 0.4304 0.7916  0.01
2 N 1.4969 -0.7004 0.7371  0.10
3 C 0.2369 -0.6620 0.1824  -0.37
4 O -0.4847 -1.7844 0.1203  0.09
5 C -1.5049 -0.9388 -0.5088  -0.24
6 C -1.9458 0.2159 0.3144  -0.04
7 C -0.6145 0.2779 -0.4253  -0.09
8 H 1.6431 1.3600 0.4290  0.06
9 H 3.0888 0.4721 1.2259  0.08
10 H 1.7949 1.7172 -1.8913  0.04
11 H -1.9946 -1.3795 -1.3682  0.15
12 H -1.9692 0.1482 1.4014  0.11
13 H -2.7655 0.7885 -0.1171  0.10
14 H 1.0973 1.4812 -1.7504  0.01

=====

A single C5H7NO molecule. Source: the OMol25 dataset; level of theory: wB97M-V/def2-TZVPD.

Results
2S+1: 1
Molecular weight: 97.12 g/mol
Relative energy (zero: lowest compared OMol25 entry of this formula, charge and spin): 274.4 kJ/mol
Structure (SMILES): [H]/N=C\[C@]1(C)CC1=O

Last column: Löwdin charge in e.
Atoms and positions in Å:
1 C 1.2158 -0.8673 -0.3079  -0.01
2 C -0.1134 -0.0818 -0.1986  -0.30
3 N -0.7021 -0.8417 2.0743  0.10
4 C -1.0628 -0.5134 0.9013  -0.21
5 C -0.3618 1.5166 -0.2649  0.03
6 C -0.4642 0.6777 -1.4411  -0.37
7 O -0.3847 0.6563 -2.6403  0.12
8 H 1.1324 -1.6122 -1.1138  0.09
9 H 1.4410 -1.4315 0.6107  0.07
10 H 2.0825 -0.2510 -0.5674  0.09
11 H 0.3146 -0.9829 2.0846  0.04
12 H -2.1060 -0.2367 0.7024  0.12
13 H 0.3631 2.3057 -0.0779  0.12
14 H -1.3356 1.7166 0.1984  0.11